# 1
Formula: C35H42Cl27O6P
Source: OMol25
Level of theory: the ωB97M-V functional and the def2-TZVPD basis

Structure (ORCA input):
```
! RIJCOSX wB97M-V def2-TZVPD def2/J DEFGRID3
* xyz 0 1
Cl 0.175 10.320 4.956
Cl 7.836 1.209 1.811
Cl 2.185 -6.425 6.035
Cl -6.573 -6.360 -13.400
Cl 8.453 -1.513 0.988
Cl 0.369 8.454 1.803
Cl 5.888 -0.911 2.220
Cl -3.799 -3.526 -7.851
Cl 6.488 11.206 0.468
Cl -9.086 -0.538 -5.623
Cl 5.757 4.850 1.173
Cl 0.194 6.503 3.952
Cl 1.241 12.597 3.491
Cl 4.105 4.729 3.559
Cl -8.236 -3.995 -13.719
Cl 0.850 -3.966 5.221
Cl -1.075 5.964 1.388
Cl 4.643 13.331 -0.268
Cl -8.510 -3.262 -6.466
Cl 2.870 10.216 3.862
Cl -5.498 -5.000 -9.693
Cl 1.057 -4.644 8.041
Cl -4.990 -6.048 -7.027
Cl 3.833 6.968 1.705
Cl -9.245 -6.294 -12.251
Cl 3.625 10.835 0.825
Cl -11.053 -2.638 -5.199
P -6.914 -4.195 -2.708
O -0.113 -3.258 -0.570
O -4.595 -0.120 1.002
O -8.106 -3.335 -2.284
O -7.141 -5.863 -2.331
O 3.896 -5.494 1.962
O -6.618 -4.141 -4.404
C 0.676 -0.257 2.730
C -3.600 -0.848 0.724
C -2.632 -4.119 -1.783
C -0.515 0.673 3.155
C 3.404 0.012 -1.153
C -0.170 1.800 4.250
C -2.548 -2.954 -0.770
C 1.105 3.223 2.334
C 4.515 -4.218 1.652
C 2.201 2.033 0.168
C -1.124 -2.616 -0.156
C 1.629 11.256 4.578
C 4.325 -1.323 -0.978
C -2.179 -0.596 1.417
C -9.328 -2.253 -5.263
C 4.365 -3.812 0.088
C 2.410 3.070 1.414
C -5.271 -3.653 -1.913
C 0.880 -5.284 6.401
C -5.208 -4.584 -7.999
C 2.730 -5.340 2.799
C 0.365 -1.319 1.649
C 1.205 2.518 3.773
C 7.610 -0.508 2.176
C -3.754 -2.080 -0.304
C -4.010 -4.481 -2.376
C 3.272 0.822 0.233
C -1.008 -1.507 0.963
C 4.949 5.798 2.429
C 4.956 12.001 0.855
C 3.565 -2.431 -0.109
C -0.638 7.214 2.561
C -5.149 -2.481 -0.906
C -1.918 0.484 2.501
C -7.810 -5.340 -12.652
H -6.078 -4.051 -7.623
H -6.271 -6.316 -2.258
H 1.711 -0.146 3.184
H -1.661 -4.664 -2.069
H 4.589 -1.700 -2.021
H -0.066 -5.817 6.342
H 8.035 -0.709 3.157
H 2.110 1.816 3.893
H -2.776 1.162 2.814
H 0.172 2.904 1.742
H 2.951 -5.413 3.930
H 1.209 -2.012 1.335
H -1.553 7.686 2.915
H 4.330 1.209 0.479
H 4.067 -3.441 2.363
H -6.113 -1.936 -0.613
H 5.027 12.411 1.861
H -6.193 -4.987 -4.691
H 2.518 -2.672 -0.517
H 3.368 2.843 1.995
H 2.951 0.086 1.046
H 2.589 4.094 0.905
H 0.098 1.224 5.211
H 2.338 -0.334 -1.426
H 0.971 4.353 2.524
H -1.024 2.530 4.436
H 1.994 -6.206 2.579
H 3.386 -1.994 0.950
H 1.381 3.367 4.541
H 5.639 -4.275 1.867
H 5.348 -3.843 -0.489
H -4.130 -5.320 -3.134
H 2.022 11.668 5.505
H -8.893 -2.464 -4.286
H 1.117 1.668 0.097
H 5.237 -0.975 -0.358
H 2.427 2.589 -0.822
H 5.706 6.351 2.982
H -7.404 -4.929 -11.729
H 3.698 -4.639 -0.371
H 3.815 0.698 -1.987
H 2.146 -4.375 2.579
*
```

Properties
- orbital gap (eV) = 7.4112
- E_LUMO (eV) = -1.93
- E (eV) = -396646.6372

# 2
Formula: C35H42ClIrN4O10P2Se
Source: OMol25
Level of theory: the ωB97M-V functional and the def2-TZVPD basis

Structure (ORCA input):
```
! RIJCOSX wB97M-V def2-TZVPD def2/J DEFGRID3
* xyz 1 2
Ir 0.436 0.048 1.540
Se -1.432 0.283 0.025
Cl -2.537 -4.099 6.659
P 0.800 2.989 2.888
P 2.691 0.899 3.859
O 3.683 1.845 2.959
O 0.374 1.488 5.020
O 1.828 4.144 2.550
O -3.727 -0.955 0.703
O -1.031 0.157 2.929
O 0.631 2.148 1.649
O -2.058 -2.440 0.427
O 2.038 -0.069 2.887
O 3.369 0.378 5.053
O -0.500 3.743 3.332
N 0.052 -0.638 -3.202
N 1.911 -0.200 0.154
N -0.450 1.461 -3.031
N 0.483 -1.932 1.531
C 2.989 -1.910 -1.176
C -0.027 -2.647 2.480
C -2.485 -1.322 0.439
C -2.520 -1.557 5.697
C 2.269 -4.187 -0.874
C 3.611 0.403 -1.394
C -1.686 4.443 -0.058
C 1.294 -2.472 0.510
C -4.641 -2.030 1.027
C -2.989 -1.766 -3.407
C -1.300 -0.843 3.717
C 1.441 2.165 4.377
C 0.113 3.231 -1.402
C 0.230 -2.051 -2.877
C 3.071 -3.282 -1.510
C -0.110 1.254 -4.368
C 0.653 -0.642 -5.677
C -0.040 2.110 -5.460
C -1.242 -3.174 4.482
C 3.766 -0.896 -1.784
C 2.655 0.720 -0.412
C 0.220 -0.093 -4.475
C -0.877 2.726 -2.439
C -2.058 -2.873 5.530
C -0.341 0.314 -2.346
C -0.324 4.537 -0.744
C -2.152 -0.578 4.815
C 0.378 1.562 -6.659
C 0.723 0.209 -6.765
C -2.166 -3.019 -3.112
C 2.079 -1.516 -0.183
C 2.065 3.191 5.328
C -0.840 -2.182 3.553
C 1.372 -3.789 0.139
C -0.725 -2.986 -3.620
H -0.719 -2.747 -4.686
H -1.835 5.278 0.626
H -1.769 3.504 0.499
H -1.001 3.443 -3.250
H 0.217 2.465 -0.626
H 1.093 3.353 -1.873
H -2.510 4.465 -0.773
H 0.180 -3.713 2.469
H 1.052 -0.178 -7.719
H 1.265 -2.315 -3.110
H 0.446 2.193 -7.534
H -2.489 0.442 4.943
H 0.095 -2.144 -1.798
H 2.718 3.782 2.397
H -0.893 -4.191 4.352
H 4.563 1.866 3.359
H 2.864 3.764 4.864
H 4.198 1.198 -1.832
H -3.164 -1.325 6.534
H 0.744 -4.533 0.610
H -1.858 2.569 -1.989
H -0.341 5.339 -1.488
H -0.301 -3.990 -3.532
H 0.435 4.819 -0.011
H -4.486 -2.871 0.356
H 4.485 -1.165 -2.547
H 2.319 -5.234 -1.141
H -1.150 3.896 2.633
H 1.296 3.876 5.686
H 0.764 0.967 5.737
H -2.159 -3.218 -2.038
H 2.482 1.738 -0.090
H -4.474 -2.339 2.057
H -0.292 3.159 -5.385
H -4.043 -1.936 -3.183
H 0.925 -1.685 -5.764
H -5.634 -1.611 0.910
H -2.666 -0.908 -2.816
H 3.770 -3.599 -2.273
H -2.918 -1.488 -4.461
H 2.483 2.648 6.176
H -2.659 -3.876 -3.576
*
```

Properties
- orbital gap (alpha / beta) (eV) = 6.6062 / 6.4338
- ⟨S²⟩ = 0.756
- E_LUMO (alpha / beta) (eV) = -3.40 / -3.61
- E (eV) = -162700.0597

Which of these has the highest E? C35H42ClIrN4O10P2Se

Number 1 is which compound? C35H42Cl27O6P

What did the second record say?
Formula: C35H42ClIrN4O10P2Se
Source: OMol25
Level of theory: the ωB97M-V functional and the def2-TZVPD basis

Structure (ORCA input):
```
! RIJCOSX wB97M-V def2-TZVPD def2/J DEFGRID3
* xyz 1 2
Ir 0.436 0.048 1.540
Se -1.432 0.283 0.025
Cl -2.537 -4.099 6.659
P 0.800 2.989 2.888
P 2.691 0.899 3.859
O 3.683 1.845 2.959
O 0.374 1.488 5.020
O 1.828 4.144 2.550
O -3.727 -0.955 0.703
O -1.031 0.157 2.929
O 0.631 2.148 1.649
O -2.058 -2.440 0.427
O 2.038 -0.069 2.887
O 3.369 0.378 5.053
O -0.500 3.743 3.332
N 0.052 -0.638 -3.202
N 1.911 -0.200 0.154
N -0.450 1.461 -3.031
N 0.483 -1.932 1.531
C 2.989 -1.910 -1.176
C -0.027 -2.647 2.480
C -2.485 -1.322 0.439
C -2.520 -1.557 5.697
C 2.269 -4.187 -0.874
C 3.611 0.403 -1.394
C -1.686 4.443 -0.058
C 1.294 -2.472 0.510
C -4.641 -2.030 1.027
C -2.989 -1.766 -3.407
C -1.300 -0.843 3.717
C 1.441 2.165 4.377
C 0.113 3.231 -1.402
C 0.230 -2.051 -2.877
C 3.071 -3.282 -1.510
C -0.110 1.254 -4.368
C 0.653 -0.642 -5.677
C -0.040 2.110 -5.460
C -1.242 -3.174 4.482
C 3.766 -0.896 -1.784
C 2.655 0.720 -0.412
C 0.220 -0.093 -4.475
C -0.877 2.726 -2.439
C -2.058 -2.873 5.530
C -0.341 0.314 -2.346
C -0.324 4.537 -0.744
C -2.152 -0.578 4.815
C 0.378 1.562 -6.659
C 0.723 0.209 -6.765
C -2.166 -3.019 -3.112
C 2.079 -1.516 -0.183
C 2.065 3.191 5.328
C -0.840 -2.182 3.553
C 1.372 -3.789 0.139
C -0.725 -2.986 -3.620
H -0.719 -2.747 -4.686
H -1.835 5.278 0.626
H -1.769 3.504 0.499
H -1.001 3.443 -3.250
H 0.217 2.465 -0.626
H 1.093 3.353 -1.873
H -2.510 4.465 -0.773
H 0.180 -3.713 2.469
H 1.052 -0.178 -7.719
H 1.265 -2.315 -3.110
H 0.446 2.193 -7.534
H -2.489 0.442 4.943
H 0.095 -2.144 -1.798
H 2.718 3.782 2.397
H -0.893 -4.191 4.352
H 4.563 1.866 3.359
H 2.864 3.764 4.864
H 4.198 1.198 -1.832
H -3.164 -1.325 6.534
H 0.744 -4.533 0.610
H -1.858 2.569 -1.989
H -0.341 5.339 -1.488
H -0.301 -3.990 -3.532
H 0.435 4.819 -0.011
H -4.486 -2.871 0.356
H 4.485 -1.165 -2.547
H 2.319 -5.234 -1.141
H -1.150 3.896 2.633
H 1.296 3.876 5.686
H 0.764 0.967 5.737
H -2.159 -3.218 -2.038
H 2.482 1.738 -0.090
H -4.474 -2.339 2.057
H -0.292 3.159 -5.385
H -4.043 -1.936 -3.183
H 0.925 -1.685 -5.764
H -5.634 -1.611 0.910
H -2.666 -0.908 -2.816
H 3.770 -3.599 -2.273
H -2.918 -1.488 -4.461
H 2.483 2.648 6.176
H -2.659 -3.876 -3.576
*
```

Properties
- orbital gap (alpha / beta) (eV) = 6.6062 / 6.4338
- ⟨S²⟩ = 0.756
- E_LUMO (alpha / beta) (eV) = -3.40 / -3.61
- E (eV) = -162700.0597